(1)
The following is a DFT calculation (wB97M-V/def2-TZVPD) of the molecule C2H3NS.

Properties
- Energy relative to the best compared isomer or geometry (same formula, charge and spin): 94.8 kcal/mol
- Charge: 0
- Molecular weight: 73.120 g mol⁻¹
- Lowest unoccupied orbital energy (spin up / spin down): -0.34 / -0.53 eV
- Kohn-Sham gap (spin up / spin down): 9.420 / 7.163 eV
- Strongest force on any atom: 0.0832 Eh/bohr

Each line ends with the natural charge from an NBO analysis.
Geometry (Å):
1 C 0.9250 0.5521 0.0340  -0.0714
2 C -0.4846 0.3456 -0.1159  -0.4305
3 N -0.6019 -1.1248 -0.0900  -0.4567
4 S 2.4145 -0.0547 0.1409  0.1819
5 H -1.1854 0.9345 0.4197  0.2332
6 H -0.5708 0.7217 -1.2118  0.2525
7 H -0.4968 -1.3745 0.8231  0.2911

(2)
The following is a DFT calculation (wB97M-V/def2-TZVPD) of a cluster of 4 separate species, C12H34N3O4 in total.

Properties
- Charge: +1
- Molecular weight: 284.421 g mol⁻¹
- Lowest unoccupied orbital energy: -3.02 eV
- Kohn-Sham gap: 9.583 eV
- Strongest force on any atom: 0.0129 Eh/bohr

Each line ends with the natural charge from an NBO analysis.
Geometry (Å):
1 N -1.0635 -3.6811 -1.0628  -0.7628
2 C -1.4031 -2.5073 -1.6322  0.7174
3 N -0.8176 -1.4280 -1.1376  -0.7692
4 N -2.2362 -2.4461 -2.7058  -0.5882
5 C -3.4867 -1.6613 -2.5907  -0.2475
6 C -4.3684 -2.0968 -1.4227  -0.0888
7 O -4.1258 -1.3367 -0.2612  -0.7281
8 H -1.0863 -3.6879 -0.0530  0.4333
9 H -1.4640 -4.5194 -1.4581  0.4046
10 H 0.1578 -1.4621 -0.8342  0.4733
11 H -1.2967 -0.5428 -1.1305  0.4224
12 H -2.3790 -3.3608 -3.1158  0.3952
13 H -4.0055 -1.7327 -3.5412  0.2388
14 H -3.2068 -0.6141 -2.4671  0.2080
15 H -4.1466 -3.1285 -1.1469  0.1772
16 H -5.4187 -2.0645 -1.7232  0.1916
17 H -4.2480 -0.3918 -0.4243  0.4951
18 C 4.0235 -1.3749 -2.5019  -0.6323
19 C 2.7178 -0.6048 -2.4391  0.1025
20 C 2.9371 0.8912 -2.5198  -0.6468
21 O 2.0168 -0.9180 -1.2172  -0.7762
22 H 4.6723 -1.0759 -1.6746  0.2084
23 H 3.8478 -2.4482 -2.4296  0.2155
24 H 4.5490 -1.1703 -3.4344  0.2251
25 H 2.0569 -0.9414 -3.2409  0.1704
26 H 3.5526 1.1961 -1.6715  0.2364
27 H 1.9896 1.4295 -2.4679  0.2078
28 H 3.4442 1.1773 -3.4412  0.2225
29 H 2.5764 -0.6224 -0.4867  0.4830
30 C -2.5120 0.5813 2.4215  -0.6270
31 C -3.5773 1.6205 2.1089  0.0952
32 C -4.2178 2.1717 3.3697  -0.6324
33 O -4.5739 1.0725 1.2376  -0.7411
34 H -2.9551 -0.2654 2.9524  0.2057
35 H -2.0616 0.2022 1.5019  0.1945
36 H -1.7245 1.0017 3.0475  0.2195
37 H -3.1331 2.4386 1.5386  0.1754
38 H -4.7059 1.3679 3.9277  0.2023
39 H -4.9714 2.9174 3.1205  0.2270
40 H -3.4737 2.6321 4.0198  0.2190
41 H -5.0069 0.3476 1.7051  0.4687
42 C 5.0950 2.9431 2.2161  -0.6322
43 C 4.0030 2.2464 1.4242  0.0933
44 C 3.0260 1.5139 2.3296  -0.6297
45 O 4.5728 1.3464 0.4661  -0.7364
46 H 5.6721 2.2110 2.7879  0.2014
47 H 5.7780 3.4656 1.5477  0.2259
48 H 4.6737 3.6641 2.9169  0.2188
49 H 3.4626 2.9803 0.8231  0.1771
50 H 3.5482 0.7438 2.9044  0.2025
51 H 2.2447 1.0295 1.7406  0.1998
52 H 2.5523 2.1979 3.0342  0.2208
53 H 5.0789 0.6834 0.9507  0.4635

(3)
The following is a DFT calculation (wB97M-V/def2-TZVPD) of the molecule C8H10N2O.

Properties
- Energy relative to the best compared isomer or geometry (same formula, charge and spin): 109.4 kcal/mol
- Charge: 0
- Molecular weight: 150.181 g mol⁻¹
- Lowest unoccupied orbital energy: 0.76 eV
- Kohn-Sham gap: 7.608 eV
- Strongest force on any atom: 0.0757 Eh/bohr

Each line ends with the natural charge from an NBO analysis.
Geometry (Å):
1 C -1.3793 -1.1692 -0.5106  0.0755
2 C -4.7827 0.0122 0.0246  -0.3320
3 C -3.8587 -0.8431 -0.6179  -0.2127
4 C -4.0885 0.6042 1.0342  0.1166
5 C -2.6228 -0.6248 -0.0712  0.1297
6 C 1.6552 0.6763 -0.9131  -0.4188
7 C 3.1677 -0.1548 0.7296  -0.3965
8 C 0.7947 -1.0145 0.6566  0.2038
9 N -0.3493 -0.8742 0.1048  -0.3878
10 N 1.8098 -0.0728 0.2803  -0.4344
11 O -2.7740 0.2751 0.9500  -0.4043
12 H -5.8582 0.2223 -0.1123  0.2327
13 H -4.2009 -1.3975 -1.4182  0.2255
14 H -4.2290 1.3730 1.7757  0.2047
15 H 2.5777 0.6931 -1.4404  0.1958
16 H 0.8984 0.3520 -1.6316  0.2249
17 H 1.2609 1.7126 -0.5597  0.1895
18 H 3.2180 -0.2201 1.7948  0.2043
19 H 3.5448 -0.9752 0.1842  0.1830
20 H 3.6297 0.7430 0.3521  0.2048
21 H 0.9612 -1.7795 1.3604  0.1956